Formula: C45H90O45
Source: the OMol25 dataset
Level of theory: ωB97M-V/def2-TZVPD

XYZ file:
```
180
Properties=species:S:1:pos:R:3
C 7.6080 -3.4335 -1.9278
O 6.3658 -2.8610 -1.5427
C 6.2674 -1.5127 -1.5414
O 7.1952 -0.8605 -1.9530
O 5.1394 -1.0782 -1.0074
C 4.8596 0.2984 -0.9956
H 7.6372 -4.0462 -2.8225
H 8.0193 -3.9812 -1.0704
H 8.3597 -2.6080 -2.1275
H 4.1072 0.4066 -0.1647
H 4.4793 0.6571 -1.9112
H 5.7098 0.8272 -0.6899
C -1.2181 -2.6308 -3.8298
O -0.2971 -2.9854 -4.9548
C 0.7851 -3.6066 -4.6132
O 1.2341 -3.6699 -3.4906
O 1.3215 -4.1808 -5.6554
C 2.5824 -4.8835 -5.5889
H -1.9887 -2.1900 -4.4112
H -0.6907 -1.9357 -3.2435
H -1.6677 -3.5296 -3.3646
H 2.6513 -5.3470 -6.5207
H 2.6226 -5.4722 -4.7079
H 3.4051 -4.1598 -5.5497
C -1.1633 -0.5007 6.9803
O -0.9727 -1.1023 5.7164
C -1.6480 -0.6580 4.6204
O -2.4788 0.2031 4.5459
O -1.3889 -1.4438 3.5813
C -0.2963 -2.3298 3.6693
H -2.2267 -0.1309 6.9674
H -0.5673 0.3425 7.0434
H -0.8688 -1.1227 7.8332
H -0.4106 -3.1421 4.4506
H 0.5995 -1.8323 3.8423
H -0.1508 -2.7134 2.6584
C -0.8932 5.1977 -5.2216
O -1.1585 3.8346 -5.5033
C -1.6887 3.0379 -4.5482
O -1.9969 3.4211 -3.4176
O -1.8141 1.7889 -4.9324
C -2.3142 0.9296 -3.9260
H -1.7353 5.7583 -4.8394
H -0.5559 5.5644 -6.1835
H -0.0145 5.3486 -4.5426
H -3.2466 1.3166 -3.6090
H -1.6266 0.8111 -3.1143
H -2.3731 -0.0895 -4.4015
C 1.8150 2.6983 -5.0597
O 1.4977 3.5035 -3.9652
C 1.9592 3.0296 -2.7661
O 2.3402 1.8743 -2.6079
O 1.9207 4.0367 -1.8631
C 2.0105 3.5904 -0.4973
H 2.7968 2.1944 -4.9136
H 1.9413 3.3070 -5.9322
H 1.0385 1.8707 -5.1326
H 2.8171 2.8645 -0.5022
H 1.0733 2.9824 -0.2365
H 2.1989 4.4713 0.0623
C 7.6339 -0.9747 -5.5197
O 6.4332 -0.2719 -5.1921
C 5.3420 -1.0741 -4.9818
O 5.2128 -2.2847 -5.2269
O 4.4278 -0.2879 -4.4155
C 3.1616 -0.8484 -4.1152
H 8.4092 -0.3689 -5.9422
H 7.5270 -1.7784 -6.2506
H 8.0642 -1.3346 -4.5484
H 2.3872 -0.2116 -4.5458
H 3.1869 -0.7865 -3.0455
H 3.1558 -1.8928 -4.4387
C 1.9148 -6.7377 3.6655
O 0.7212 -6.6314 2.8693
C 0.5963 -5.5499 2.1048
O 1.3836 -4.6097 2.0617
O -0.4235 -5.8056 1.3373
C -0.7010 -4.8485 0.3093
H 2.1794 -5.7863 4.0575
H 2.7134 -6.9400 2.9749
H 1.7112 -7.4783 4.4109
H -1.6873 -5.0874 -0.0692
H 0.0104 -4.9668 -0.5556
H -0.6030 -3.8395 0.6750
C -0.0861 1.9162 10.6738
O -0.9307 0.7856 10.4459
C -2.2149 1.1025 10.1701
O -2.7965 2.1038 10.5388
O -2.8794 0.0884 9.5671
C -4.1994 0.4702 9.1290
H -0.1456 2.3106 11.6749
H -0.3115 2.7647 9.9688
H 0.9546 1.5534 10.4071
H -4.1305 1.2700 8.4246
H -4.8222 0.8179 9.9525
H -4.5741 -0.4537 8.5898
C -3.4920 -2.8113 0.7425
O -4.7484 -2.6320 0.1416
C -4.7779 -1.8930 -0.9511
O -3.8558 -1.5440 -1.6233
O -6.0702 -1.7037 -1.2332
C -6.1936 -0.9776 -2.4773
H -3.5149 -2.2946 1.6996
H -2.7028 -2.3973 0.1069
H -3.3993 -3.8629 0.8594
H -7.2669 -0.6336 -2.3851
H -5.8651 -1.5280 -3.3828
H -5.6316 -0.0937 -2.3877
C 0.8113 2.1124 2.4465
O 1.9195 1.2933 2.0263
C 2.4089 0.3838 2.8666
O 1.9468 0.0687 3.9341
O 3.4453 -0.1828 2.2535
C 4.0531 -1.2089 3.0238
H 0.6493 2.0998 3.5498
H -0.1505 1.8363 1.9729
H 1.0445 3.1559 2.1756
H 4.5004 -0.8494 3.9926
H 4.8682 -1.5832 2.3640
H 3.2787 -1.8969 3.2896
C -5.9054 4.8602 -4.4212
O -6.2435 5.4526 -5.7683
C -5.9975 4.6898 -6.8068
O -5.6848 3.5056 -6.7974
O -6.4414 5.3458 -7.9062
C -6.3259 4.7248 -9.1711
H -4.7860 4.8250 -4.2060
H -6.2983 3.8358 -4.2898
H -6.4064 5.5480 -3.7639
H -6.4348 5.5042 -9.8902
H -7.0258 3.8876 -9.3157
H -5.2746 4.4323 -9.2534
C -4.4538 1.2456 2.5028
O -5.6136 2.0566 2.3299
C -5.7989 2.7818 1.2049
O -6.6288 3.6349 1.0786
O -4.8384 2.3970 0.3415
C -4.8091 3.1743 -0.8321
H -4.4612 0.8957 3.5373
H -3.5453 1.7845 2.3125
H -4.4401 0.5753 1.6194
H -5.5632 2.8971 -1.5149
H -3.8417 3.0096 -1.3245
H -4.8384 4.1876 -0.5246
C 6.9572 -4.8672 5.8608
O 6.3533 -5.5397 4.7123
C 5.9779 -4.7359 3.7464
O 6.1996 -3.5467 3.6683
O 5.2779 -5.4622 2.9380
C 4.6111 -4.7865 1.8055
H 7.0304 -5.7216 6.5711
H 6.2458 -4.2085 6.2021
H 7.8759 -4.3051 5.5178
H 5.2379 -4.0503 1.3705
H 3.6897 -4.3058 2.0704
H 4.4618 -5.5428 1.0061
C -3.9534 5.3970 3.5403
O -3.5671 4.7576 2.3566
C -2.4118 5.1987 1.7973
O -1.6105 5.9417 2.3665
O -2.3476 4.7071 0.5875
C -1.1934 5.0303 -0.1607
H -4.2141 6.4501 3.3722
H -3.1333 5.3402 4.2339
H -4.7934 4.7688 3.8752
H -1.2408 4.4514 -1.0505
H -0.3189 4.7120 0.4911
H -1.1773 6.0937 -0.3266
C -1.9923 1.2129 -0.3841
O -1.1602 0.2529 0.3102
C -0.2655 -0.4421 -0.4290
O -0.0838 -0.3349 -1.5940
O 0.3376 -1.2995 0.4243
C 1.4807 -1.9346 -0.1704
H -1.3274 2.0091 -0.7647
H -2.7280 1.6257 0.2902
H -2.5482 0.8073 -1.2256
H 1.8365 -2.4179 0.7193
H 2.1522 -1.2274 -0.6110
H 1.2144 -2.6005 -0.9955
```

* HOMO energy: -10.527 eV

Results of the Löwdin charge analysis, in e, for atoms 1 through 99:
1. C -0.06
2. O -0.01
3. C -0.58
4. O 0.11
5. O 0.01
6. C -0.03
7. H 0.09
8. H 0.09
9. H 0.10
10. H 0.11
11. H 0.06
12. H 0.09
13. C 0.04
14. O 0.02
15. C -0.69
16. O 0.10
17. O 0.02
18. C 0.01
19. H 0.07
20. H 0.06
21. H 0.11
22. H 0.08
23. H 0.09
24. H 0.08
25. C -0.03
26. O -0.03
27. C -0.57
28. O 0.13
29. O 0.02
30. C -0.05
31. H 0.10
32. H 0.07
33. H 0.11
34. H 0.13
35. H 0.05
36. H 0.07
37. C -0.05
38. O -0.01
39. C -0.58
40. O 0.07
41. O 0.03
42. C -0.02
43. H 0.09
44. H 0.09
45. H 0.10
46. H 0.08
47. H 0.06
48. H 0.11
49. C -0.06
50. O -0.03
51. C -0.51
52. O 0.10
53. O 0.00
54. C -0.03
55. H 0.10
56. H 0.09
57. H 0.12
58. H 0.08
59. H 0.10
60. H 0.09
61. C -0.05
62. O 0.00
63. C -0.53
64. O 0.08
65. O -0.01
66. C -0.01
67. H 0.08
68. H 0.09
69. H 0.10
70. H 0.09
71. H 0.08
72. H 0.08
73. C 0.00
74. O 0.01
75. C -0.61
76. O 0.08
77. O 0.03
78. C -0.02
79. H 0.08
80. H 0.09
81. H 0.10
82. H 0.09
83. H 0.12
84. H 0.06
85. C -0.05
86. O -0.02
87. C -0.58
88. O 0.11
89. O -0.04
90. C -0.04
91. H 0.08
92. H 0.11
93. H 0.11
94. H 0.08
95. H 0.09
96. H 0.12
97. C -0.03
98. O 0.03
99. C -0.63

Formula: C5H14N2
Source: the OMol25 dataset
Level of theory: ωB97M-V/def2-TZVPD

XYZ file:
```
21
Properties=species:S:1:pos:R:3
C -1.5380 -1.7933 0.8813
C -0.0413 -1.4871 0.9672
C 0.3061 -0.0393 0.5878
C 1.7011 0.3425 1.1493
N -0.0851 0.1951 -0.7780
C 0.1840 1.5599 -1.3308
N -0.6943 1.8255 -2.4153
H -1.7241 -2.8611 0.7482
H -2.1435 -1.3712 0.0468
H -2.1063 -1.4959 1.7676
H 0.5216 -2.1269 0.2762
H 0.2191 -1.7367 1.9908
H -0.3233 0.5173 1.2886
H 2.5334 -0.3456 0.9558
H 1.7409 0.8164 2.1378
H 2.1102 1.1384 0.4952
H 0.3980 -0.4423 -1.4056
H 1.2522 1.4973 -1.6010
H 0.0032 2.2452 -0.4990
H -0.9176 1.0439 -2.9998
H -1.3962 2.5178 -2.2633
```

* HOMO energy: -8.819 eV
* structure (SMILES): CC[C@@H](C)NCN

Charge distribution, Löwdin scheme, values in e:
1. C -0.13
2. C -0.23
3. C -0.45
4. C -0.07
5. N -0.04
6. C -0.31
7. N 0.01
8. H 0.06
9. H 0.07
10. H 0.07
11. H 0.11
12. H 0.11
13. H 0.13
14. H 0.07
15. H 0.08
16. H 0.06
17. H 0.11
18. H 0.11
19. H 0.12
20. H 0.06
21. H 0.06

Values for total energy, eV, ordered as above
-140258.890; -8391.281
Values for HOMO-LUMO gap, eV, ordered as above
10.983; 9.953
Values for energy relative to the best compared isomer or geometry (same formula, charge and spin), kcal per mole, ordered as above
89.0; 30.9